{
  "formula": "C23H27B2F4N8O3PdS",
  "method": "the ωB97M-V functional and the def2-TZVPD basis",
  "homo_lumo_gap_ev": [6.5, 6.5],
  "e_above_lowest_kcal_mol": 14.1,
  "spin_multiplicity": 2,
  "lumo_ev": [4.37, 4.37],
  "max_force_ha_per_bohr": 0.0448,
  "energy_ha": -2532.12436,
  "homo_ev": [-2.160, -2.103],
  "total_charge": -2,
  "symbols": ["Pd", "C", "C", "C", "C", "N", "N", "B", "N", "C", "C", "C", "C", "N", "N", "C", "C", "C", "C", "N", "N", "C", "C", "C", "C", "N", "H", "H", "H", "H", "H", "H", "H", "H", "H", "H", "H", "H", "H", "H", "H", "H", "H", "H", "H", "H", "C", "C", "C", "C", "C", "C", "C", "S", "O", "O", "O", "H", "H", "H", "H", "H", "H", "H", "F", "B", "F", "F", "F"],
  "coordinates": [[-1.3482, 0.2533, -0.3012], [-1.9801, -0.0500, -4.6443], [-0.5570, 0.0259, -4.1977], [0.5617, 0.5661, -4.8666], [1.6112, 0.3618, -4.0049], [1.1355, -0.2652, -2.9019], [-0.1897, -0.4602, -3.0219], [1.8980, -0.3819, -1.5447], [1.8139, 0.9912, -0.8344], [2.7750, 1.9096, -0.6009], [2.1758, 3.0373, -0.0862], [0.8078, 2.7213, -0.0184], [-0.3511, 3.5086, 0.4933], [0.6114, 1.4965, -0.4824], [1.3256, -1.4929, -0.6398], [1.9247, -2.6455, -0.2702], [1.0420, -3.3608, 0.5044], [-0.1080, -2.5510, 0.5875], [-1.4049, -2.7856, 1.2873], [0.0878, -1.4424, -0.1083], [3.3413, -0.7784, -1.9152], [3.6482, -1.6651, -2.8864], [4.9995, -1.9158, -2.8246], [5.4504, -1.1233, -1.7488], [6.8380, -1.0050, -1.2062], [4.4429, -0.4539, -1.2124], [-2.0893, -0.6846, -5.5276], [-2.5748, -0.4577, -3.8300], [-2.3622, 0.9448, -4.8804], [0.5925, 1.0419, -5.8342], [2.6548, 0.6164, -4.1025], [3.8059, 1.6926, -0.8060], [2.6649, 3.9473, 0.2204], [-0.2469, 4.5747, 0.2871], [-1.2491, 3.1237, 0.0087], [-0.4454, 3.3583, 1.5718], [2.9317, -2.8863, -0.5686], [1.2063, -4.3228, 0.9606], [-1.7729, -3.7960, 1.1000], [-1.3015, -2.6292, 2.3629], [-2.1241, -2.0608, 0.9076], [2.8934, -2.0544, -3.5494], [5.5808, -2.5705, -3.4531], [7.5525, -0.7961, -2.0046], [6.8792, -0.2010, -0.4729], [7.1400, -1.9333, -0.7162], [-3.9168, 0.6732, 5.6112], [-3.9018, 0.6226, 4.1083], [-4.4620, -0.4427, 3.4138], [-4.4126, -0.4883, 2.0298], [-3.8023, 0.5410, 1.3321], [-3.2636, 1.6212, 2.0108], [-3.3043, 1.6543, 3.3926], [-3.8894, 0.5300, -0.4523], [-5.3061, 0.7203, -0.7400], [-3.0752, 1.6611, -0.9363], [-3.4162, -0.7915, -0.8928], [-4.4035, -0.2061, 6.0357], [-4.4400, 1.5657, 5.9645], [-2.8914, 0.7135, 5.9840], [-4.9216, -1.2547, 3.9676], [-4.8388, -1.3124, 1.4705], [-2.8153, 2.4208, 1.4404], [-2.8241, 2.4636, 3.9289], [-0.9383, -0.4615, 4.3612], [-0.0768, 0.3776, 3.6167], [-0.5280, 0.4546, 2.2779], [-0.0876, 1.6762, 4.1868], [1.2283, -0.1400, 3.6598]],
  "forces_ev_per_angstrom": [[1.62, -0.23, -0.68], [0.08, 0.04, 0.15], [0.24, -0.09, 0.16], [0.02, 0.02, -0.12], [0.07, 0.10, 0.04], [0.15, 0.13, -0.16], [-0.27, -0.24, 0.08], [-0.45, 0.19, 0.08], [0.35, 0.10, 0.07], [-0.13, 0.09, -0.06], [0.05, 0.02, 0.04], [0.08, -0.11, -0.13], [0.07, -0.21, 0.04], [-0.30, -0.09, 0.01], [-0.02, -0.04, -0.05], [-0.06, -0.09, -0.01], [-0.01, 0.01, 0.05], [0.14, -0.03, -0.16], [0.16, 0.17, 0.01], [-0.33, 0.09, 0.11], [0.03, -0.09, -0.24], [0.13, -0.09, -0.09], [0.00, -0.01, 0.04], [-0.12, -0.06, -0.08], [-0.09, 0.01, 0.01], [0.22, 0.01, 0.23], [-0.03, 0.01, 0.00], [-0.09, -0.03, 0.02], [-0.04, -0.02, -0.04], [0.01, -0.02, 0.00], [-0.03, 0.04, 0.06], [0.02, -0.03, 0.00], [-0.03, 0.00, 0.03], [0.03, 0.00, -0.02], [-0.09, 0.14, 0.05], [-0.04, 0.03, 0.00], [-0.01, 0.08, -0.04], [0.01, 0.01, 0.03], [-0.01, 0.00, 0.01], [0.00, 0.01, 0.00], [-0.14, -0.09, 0.06], [-0.03, 0.03, 0.05], [-0.03, -0.01, -0.02], [0.04, 0.01, 0.03], [0.01, 0.00, 0.00], [0.05, 0.02, 0.01], [0.12, 0.01, -0.02], [-0.04, 0.09, 0.08], [0.06, -0.02, -0.03], [0.04, -0.11, -0.09], [-0.08, 0.17, -0.18], [-0.03, 0.04, -0.07], [-0.05, -0.09, 0.00], [-2.29, 0.20, -0.17], [0.24, -0.01, 0.00], [0.34, -0.28, 0.29], [0.34, 0.22, 0.18], [-0.01, 0.00, 0.00], [-0.01, -0.02, 0.03], [0.00, -0.04, 0.00], [-0.01, -0.01, -0.02], [-0.01, -0.03, 0.07], [0.08, 0.02, 0.05], [0.01, 0.03, -0.02], [-0.03, 0.00, 0.02], [0.05, 0.03, -0.13], [0.15, 0.00, 0.46], [-0.07, 0.00, 0.00], [-0.04, 0.01, 0.00]]
}